Density functional theory data (wB97M-V/def2-TZVPD) for a 19-piece molecular cluster, C25H79BF3IN3O22S overall.

Frontier orbital gap: 6.632 eV
Charge: +1
LUMO: -3.8 eV

Element x y z (Å)
I: 5.639 -0.985 -0.007
S: 0.679 3.817 0.028
F: -0.355 2.588 3.739
F: 1.234 3.302 -2.736
F: 0.822 -0.778 1.967
O: 9.311 -0.915 1.489
O: 8.511 -2.243 4.248
O: -5.503 1.664 -3.841
O: 3.012 -2.379 3.556
O: 2.271 -6.952 -2.096
O: -5.098 5.166 5.591
O: -2.349 -1.277 1.005
O: -3.073 4.109 7.621
O: -1.871 -1.084 5.889
O: 6.695 -3.621 2.413
O: 3.935 1.675 -4.983
O: 5.254 1.411 3.533
O: 0.083 7.796 0.958
O: 0.602 0.758 4.413
O: -3.142 2.001 5.199
O: 2.572 -0.552 -4.017
O: -3.607 -3.494 4.422
O: 2.341 5.938 2.435
O: -1.920 0.246 2.773
O: -5.894 5.705 -4.120
O: 3.197 -7.397 -4.888
O: -3.300 -6.421 5.565
N: 0.970 2.022 -0.163
N: -2.025 -4.398 -2.519
N: 0.118 -0.756 -0.229
C: 0.324 1.491 -3.991
C: -2.667 2.914 -3.282
C: -5.307 0.274 -3.799
C: -3.039 -5.169 -3.042
C: 0.974 1.934 -2.700
C: -2.579 -3.235 -2.050
C: 0.405 -0.022 -1.450
C: -0.637 -4.846 -2.533
C: 0.676 -2.109 -0.191
C: 1.282 1.692 2.335
C: -5.054 2.362 -2.693
C: -0.017 -0.099 1.039
C: -4.234 -4.480 -2.919
C: -3.946 -3.248 -2.285
C: 2.466 1.973 -0.219
C: 0.505 1.580 3.602
C: 0.196 -4.317 -1.383
C: 0.263 1.506 -1.403
C: -4.086 3.468 -3.123
C: -1.772 3.129 -2.035
C: 3.084 0.586 -0.056
C: 0.400 1.395 1.118
C: 4.528 0.784 0.433
C: -1.252 1.820 -1.389
C: 0.556 -2.822 -1.548
B: -1.516 -0.382 1.637
H: -1.737 1.009 -1.920
H: 2.284 -2.276 2.936
H: 8.467 -1.299 4.070
H: 6.113 -4.386 2.397
H: -1.058 -0.590 5.739
H: 2.580 -0.032 0.680
H: 2.839 2.413 -1.136
H: 1.954 1.462 -2.685
H: -4.512 4.699 4.987
H: 3.491 -0.254 -3.987
H: -0.508 1.956 1.299
H: 1.728 -2.122 0.100
H: -0.146 -4.586 -3.471
H: -0.997 3.855 -2.245
H: -6.493 4.951 -4.097
H: -2.030 -2.457 -1.556
H: -2.878 0.351 2.836
H: -3.336 -5.502 5.278
H: -5.213 -4.802 -3.223
H: 9.869 -1.494 2.022
H: -3.965 -6.862 5.029
H: -5.628 -0.141 -4.747
H: -4.414 3.783 -4.104
H: 4.994 1.575 -0.143
H: -0.217 -2.377 -2.158
H: 0.057 2.348 -4.601
H: -2.913 1.659 6.073
H: 2.614 -1.444 -4.381
H: -0.582 0.905 -3.883
H: -6.229 6.242 -4.847
H: -4.631 -2.461 -2.031
H: -2.875 -6.146 -3.456
H: 1.518 -2.787 -2.050
H: 2.871 2.630 0.548
H: -2.753 -3.345 4.847
H: 6.469 -3.117 1.622
H: 2.445 -6.803 -4.805
H: -3.854 4.674 7.578
H: 1.643 2.720 2.311
H: -5.890 -0.201 -3.006
H: 0.094 -2.693 0.515
H: 3.148 -7.081 -2.477
H: 1.129 -4.874 -1.387
H: 3.878 2.629 -5.099
H: -2.187 3.437 -4.106
H: -5.889 2.767 -2.123
H: 0.717 7.266 1.457
H: -3.093 3.637 6.784
H: 2.291 -7.453 -1.275
H: 5.001 0.617 4.019
H: -2.422 3.613 -1.304
H: 3.261 1.319 -5.573
H: 7.835 -2.648 3.683
H: -0.242 -0.383 -2.239
H: 5.453 2.059 4.218
H: 4.550 0.956 1.499
H: -2.765 -0.875 0.233
H: -0.307 -4.521 -0.440
H: -4.506 1.648 -2.068
H: -2.707 1.862 -3.553
H: 2.928 -8.032 -5.558
H: -5.960 4.762 5.450
H: -2.310 1.986 4.714
H: 1.776 5.722 3.185
H: 8.426 -1.262 1.628
H: 1.408 -0.277 -1.791
H: 2.109 5.307 1.746
H: -0.778 7.418 1.161
H: 1.020 0.898 -4.569
H: -4.132 4.319 -2.452
H: -2.554 -0.566 5.451
H: 3.131 0.063 -1.003
H: -4.257 -0.002 -3.651
H: -0.665 -5.929 -2.469
H: 2.165 1.075 2.420
H: -3.567 -2.959 3.623
H: 2.600 -2.303 4.423
H: -0.655 3.860 0.175
H: -1.661 1.758 -0.379